The following is a DFT calculation (ωB97M-V/def2-TZVPD) of an isolated ion of composition C3H6NO2 and charge -1 in a non-equilibrium geometry.

Properties
* energy relative to the best compared isomer or geometry (same formula, charge and spin): 1.757 eV
* SMILES: CC(=O)NC[O-]
* LUMO level: 3.970 eV
* M: 88.086 g mol⁻¹
* HOMO energy: -2.9 eV
* E: -323.15370 Eh
* total charge: -1
* largest force on an atom: 2.05 eV/Å
* spin multiplicity: 1

Atoms and positions in Å:
C: -1.39 -0.40 -1.71
C: -0.90 0.24 -0.38
O: -1.60 1.11 0.12
N: 0.29 -0.28 0.04
C: 1.27 0.10 1.15
O: 2.38 -0.57 0.93
H: -1.88 0.25 -2.44
H: -2.06 -1.18 -1.26
H: -0.67 -0.91 -2.28
H: 0.41 -1.24 -0.25
H: 1.26 1.21 1.11
H: 0.74 -0.15 2.07